13
Properties=species:S:1:pos:R:3:forces:R:3 method="wB97M-V/def2-TZVPD" s_squared=2.009 homo_lumo_gap_ev="6.25 / 6.71" homo_energy_ev="-6.37 / -9.85" spin_multiplicity=3
C -0.394 1.317 -0.839 4.00 3.10 -0.42
C 1.247 -0.949 0.079 1.79 1.39 0.09
N -0.653 1.015 0.511 2.04 -4.74 0.00
O -0.542 -1.192 2.015 -0.33 -0.63 2.12
O -1.261 -1.507 -0.366 0.11 0.12 0.69
S -0.454 -0.892 0.657 0.62 3.08 -3.32
I 2.235 -2.563 1.124 0.00 0.48 -0.28
I -2.616 1.343 0.927 -4.61 1.21 1.57
H -0.672 2.392 -1.016 -0.16 -1.04 -0.07
H 0.784 1.408 -0.800 -2.00 -0.35 -1.33
H -0.793 0.664 -1.603 0.03 -0.23 -0.09
H 1.699 0.125 0.326 -0.70 -2.69 -0.21
H 1.420 -1.161 -1.015 -0.79 0.30 1.26


10
Properties=species:S:1:pos:R:3:forces:R:3 method="wB97M-V/def2-TZVPD" e_above_lowest_ev=1.954 homo_lumo_gap_ev=8.91 homo_energy_ev=-9.24 spin_multiplicity=1
C 0.671 0.039 0.024 -1.03 2.90 3.38
C -0.706 0.134 0.904 0.96 0.17 -0.49
P 0.541 -1.263 -1.167 0.66 -1.74 -0.58
I -2.348 0.727 -0.409 0.26 -0.29 0.68
I -0.725 1.460 2.658 0.37 -0.21 -0.72
H 0.804 0.966 -0.626 -0.15 -0.75 1.62
H 1.467 -0.029 0.856 -0.85 -0.09 -1.69
H -0.906 -0.804 1.459 -0.11 0.35 -1.00
H 1.634 -0.672 -1.835 0.06 -0.40 -0.55
H -0.431 -0.559 -1.866 -0.17 0.04 -0.64


13
Properties=species:S:1:pos:R:3:forces:R:3 method="wB97M-V/def2-TZVPD" e_above_lowest_ev=0.000 total_charge=+1 homo_lumo_gap_ev=7.94 homo_energy_ev=-12.91 spin_multiplicity=1
C 0.422 -0.716 0.188 -1.10 -2.79 0.64
C 1.522 0.353 -0.080 -0.48 -0.31 0.66
N -0.841 -0.343 0.217 -0.22 -0.81 -0.58
N 0.496 -2.081 0.486 2.64 4.85 -1.72
I -2.840 3.155 -0.309 -0.01 -0.41 -0.29
I 3.510 -0.451 -0.184 -0.54 -0.11 0.10
I 1.124 1.507 -1.903 -0.03 -0.56 0.78
I 1.348 1.671 1.747 0.15 -0.65 -0.96
H -0.963 0.616 0.057 -1.15 1.67 -0.19
H -1.636 -1.019 0.092 1.22 1.28 0.25
H -3.198 2.085 -1.485 0.05 0.33 0.27
H 1.445 -2.438 0.281 -1.27 -0.97 0.87
H -0.388 -2.341 0.894 0.73 -1.55 0.18


10
Properties=species:S:1:pos:R:3:forces:R:3 method="wB97M-V/def2-TZVPD" e_above_lowest_ev=1.414 homo_lumo_gap_ev=9.70 homo_energy_ev=-9.13 smiles=NN1C[C@H]1I spin_multiplicity=1
N 0.497 1.260 0.009 -0.61 1.41 0.16
N -0.653 0.629 0.605 1.44 0.66 -0.71
C -0.555 -0.795 0.402 -0.48 -3.03 0.31
C -1.438 0.053 -0.461 -1.00 -1.02 1.82
I -3.523 0.023 0.005 0.15 -0.03 -0.20
H 1.163 0.600 -0.330 0.60 -0.23 0.12
H 0.877 2.041 0.551 -0.32 -0.90 -0.06
H -1.167 -1.491 1.142 1.79 1.54 -1.37
H 0.447 -1.258 -0.032 -2.25 1.10 0.92
H -1.314 0.223 -1.488 0.67 0.50 -0.99


9
Properties=species:S:1:pos:R:3:forces:R:3 method="wB97M-V/def2-TZVPD" e_above_lowest_ev=1.113 homo_lumo_gap_ev=10.17 homo_energy_ev=-9.44 smiles="C=CO.I" spin_multiplicity=1
C 1.648 0.665 -0.167 0.51 2.85 -1.42
C 1.042 -0.418 0.215 -1.67 -1.31 0.54
O -0.293 -0.468 0.614 2.07 -3.12 -0.46
H 2.643 0.892 -0.637 -1.03 -1.02 0.90
H 0.968 1.544 -0.218 0.64 -0.34 0.19
H 1.391 -1.436 0.242 0.51 -0.03 -0.03
H -0.691 0.344 0.734 -0.99 2.99 0.28
I -3.829 -0.726 0.207 -0.62 -0.17 0.70
H -2.880 -0.397 -0.991 0.58 0.16 -0.71


10
Properties=species:S:1:pos:R:3:forces:R:3 method="wB97M-V/def2-TZVPD" e_above_lowest_ev=3.594 homo_lumo_gap_ev="6.59 / 6.60" homo_energy_ev="-7.88 / -7.89" spin_multiplicity=1
C -0.101 -0.398 -2.023 0.07 2.49 2.32
C 0.838 -0.087 1.936 0.27 0.40 -2.15
P -1.880 0.307 0.542 0.38 -0.41 0.27
P 0.070 -0.078 0.181 -0.84 -0.30 -0.20
I 1.296 2.018 2.445 -0.02 -0.76 -0.16
H -1.211 -0.200 -1.877 1.59 0.15 -1.02
H 0.618 0.321 -2.537 -1.55 -0.61 0.76
H 0.079 -1.369 -2.385 0.28 -1.40 0.14
H 1.801 -0.583 1.804 0.37 0.04 0.41
H -1.510 0.070 1.914 -0.55 0.40 -0.38


9
Properties=species:S:1:pos:R:3:forces:R:3 method="wB97M-V/def2-TZVPD" e_above_lowest_ev=1.038 homo_lumo_gap_ev=9.11 homo_energy_ev=-8.65 smiles="C=CS.I" spin_multiplicity=1
C -1.384 0.997 -0.003 0.84 -1.55 0.15
C -1.346 -0.204 0.584 -0.52 -0.58 0.36
S -0.033 -1.378 0.522 0.73 0.12 -0.34
H -0.468 1.346 -0.453 0.01 0.15 -0.28
H -2.275 1.518 -0.213 -0.86 0.71 0.40
H -2.143 -0.722 1.199 0.53 1.10 -1.05
H 0.762 -0.935 -0.520 -0.85 0.02 0.78
I 3.786 -0.190 0.142 0.33 0.11 0.50
H 3.100 -0.433 -1.259 -0.21 -0.08 -0.53


10
Properties=species:S:1:pos:R:3:forces:R:3 method="wB97M-V/def2-TZVPD" e_above_lowest_ev=0.804 homo_lumo_gap_ev=8.19 homo_energy_ev=-8.77 smiles=C[C@H](S)SI spin_multiplicity=1
C -0.145 -0.782 -0.458 0.22 2.84 -4.51
C -0.097 0.596 0.214 0.94 -0.74 -1.01
S 0.007 2.065 -0.951 -0.12 -1.64 0.16
S 1.296 0.532 1.397 0.73 1.01 -0.15
I 0.545 -1.028 3.004 -0.18 -0.06 0.01
H 0.831 -1.167 -0.459 1.21 -0.80 -0.25
H -0.774 -1.365 0.068 -2.08 -2.24 1.72
H -0.526 -0.750 -1.587 0.67 -0.02 2.40
H -0.919 0.601 0.857 -1.67 0.97 0.66
H -0.219 1.297 -2.084 0.27 0.69 0.97


9
Properties=species:S:1:pos:R:3:forces:R:3 method="wB97M-V/def2-TZVPD" e_above_lowest_ev=0.684 total_charge=+2 homo_lumo_gap_ev=5.85 homo_energy_ev=-20.16 spin_multiplicity=1
In -5.569 0.128 0.804 -0.32 0.01 0.03
C 1.010 -0.203 -0.757 -0.12 1.23 -0.08
C 0.341 0.139 0.589 -4.75 0.68 -5.46
O -0.811 0.926 0.528 4.55 -2.77 1.02
H 1.764 0.527 -1.052 0.52 0.30 -0.09
H 0.346 -0.178 -1.621 -0.55 0.15 0.27
H 1.569 -1.139 -0.767 0.07 -0.28 0.83
H 1.147 0.602 1.157 1.06 0.95 1.49
H 0.202 -0.803 1.119 -0.46 -0.28 1.99


8
Properties=species:S:1:pos:R:3:forces:R:3 method="wB97M-V/def2-TZVPD" e_above_lowest_ev=1.582 homo_lumo_gap_ev=11.21 homo_energy_ev=-10.02 smiles=C1CN1 spin_multiplicity=1
C 0.701 -0.420 0.017 3.79 -1.59 -0.16
C -0.748 -0.305 -0.014 -3.23 -4.49 -0.36
N 0.030 0.832 -0.164 0.67 3.67 3.38
H 1.510 -0.714 -0.825 -2.42 0.37 1.95
H 1.018 -0.610 1.080 0.35 0.04 -1.39
H -1.264 -0.698 0.944 0.77 1.32 -1.40
H -1.286 -0.714 -0.904 0.39 0.80 0.64
H 0.097 1.264 0.835 -0.32 -0.11 -2.66


8
Properties=species:S:1:pos:R:3:forces:R:3 method="wB97M-V/def2-TZVPD" e_above_lowest_ev=1.258 homo_lumo_gap_ev=10.95 homo_energy_ev=-9.68 smiles=C1CN1 spin_multiplicity=1
C -0.528 -0.259 0.536 -0.37 1.30 -0.14
C 0.347 0.678 -0.229 -1.43 -1.66 -0.21
N -0.176 -0.491 -0.917 -0.99 -1.44 0.93
H -1.542 0.126 0.927 1.61 -1.18 -1.03
H 0.117 -0.888 1.150 -0.89 0.15 0.51
H 1.327 0.591 0.017 2.95 0.36 0.72
H 0.027 1.588 -0.643 -0.54 1.03 -0.25
H 0.428 -1.345 -0.841 -0.34 1.44 -0.54


8
Properties=species:S:1:pos:R:3:forces:R:3 method="wB97M-V/def2-TZVPD" e_above_lowest_ev=2.695 homo_lumo_gap_ev=10.41 homo_energy_ev=-9.15 smiles=C1CN1 spin_multiplicity=1
C 0.830 -0.191 -0.049 3.11 -0.64 -4.55
C -0.543 -0.492 -0.082 -9.16 -1.25 -0.37
N -0.133 0.807 -0.297 0.27 6.46 0.62
H 1.134 -0.114 0.878 2.33 -0.29 4.54
H 1.678 -0.423 -0.841 -2.17 0.33 1.51
H -1.296 -0.493 0.809 2.22 -1.06 -0.70
H -1.350 -0.616 -0.941 2.53 -1.40 0.99
H -0.322 1.522 0.524 0.87 -2.14 -2.05


10
Properties=species:S:1:pos:R:3:forces:R:3 method="wB97M-V/def2-TZVPD" e_above_lowest_ev=4.348 total_charge=+1 homo_lumo_gap_ev=9.51 homo_energy_ev=-14.79 smiles="[NH2+]=C1CON1" spin_multiplicity=1
N -0.338 -1.558 0.154 1.45 -0.60 0.99
C 0.131 -0.376 0.056 2.06 5.18 2.05
C -0.361 0.910 -0.656 0.27 -0.79 -2.15
O 0.454 1.712 0.188 -0.73 0.28 -0.09
N 0.812 0.649 1.023 -0.26 -3.52 -1.50
H -1.063 -1.758 -0.487 -0.86 -0.83 -0.71
H 0.050 -2.302 0.763 -0.46 0.73 -0.46
H -0.057 1.223 -1.767 -0.82 -1.33 2.26
H -1.475 0.817 -0.533 0.78 1.22 0.08
H 1.847 0.682 1.259 -1.43 -0.33 -0.47


10
Properties=species:S:1:pos:R:3:forces:R:3 method="wB97M-V/def2-TZVPD" e_above_lowest_ev=3.837 total_charge=+1 homo_lumo_gap_ev=12.15 homo_energy_ev=-17.37 spin_multiplicity=1
C 0.733 -1.355 -1.103 -2.12 0.54 0.79
C -0.494 -0.873 0.667 0.73 0.39 -1.68
N -0.459 -1.873 -1.279 1.13 0.10 -1.25
N 0.664 -0.667 0.085 -0.54 -1.70 0.38
O -1.204 -1.480 -0.184 -1.30 -2.00 -0.44
H -0.266 1.916 0.478 -0.57 -1.22 -0.77
H 1.611 -1.286 -1.738 -0.43 -0.51 -0.11
H -0.501 1.258 0.104 0.34 2.05 0.71
H -0.944 -0.571 1.573 0.03 0.50 0.98
H 1.349 -0.133 0.465 2.72 1.84 1.39


11
Properties=species:S:1:pos:R:3:forces:R:3 method="wB97M-V/def2-TZVPD" e_above_lowest_ev=1.861 total_charge=-1 homo_lumo_gap_ev=8.59 homo_energy_ev=-4.20 spin_multiplicity=1
N -0.468 0.355 -0.708 -1.14 -2.51 1.07
C -1.552 -0.027 -0.008 -1.10 1.41 1.49
N -2.835 0.105 -0.249 1.07 1.66 -1.80
H -0.504 1.212 -1.221 0.21 -0.20 -0.58
H 0.327 -0.161 -0.277 0.53 1.30 -0.42
H -1.329 -0.325 1.035 0.82 -0.48 -0.35
H -3.174 0.793 0.423 -0.72 -1.15 0.70
O 1.371 -1.079 0.802 0.72 -0.33 -0.27
C 2.372 -0.514 0.286 0.42 0.86 -0.69
O 2.473 0.688 -0.040 -0.19 0.17 0.19
H 3.319 -1.047 -0.043 -0.64 -0.75 0.67


11
Properties=species:S:1:pos:R:3:forces:R:3 method="wB97M-V/def2-TZVPD" e_above_lowest_ev=0.563 total_charge=-1 homo_lumo_gap_ev=8.97 homo_energy_ev=-4.60 spin_multiplicity=1
N -0.728 0.799 -0.426 0.28 -0.12 -0.49
C -0.338 1.209 -1.686 0.60 0.52 1.42
N -0.700 2.282 -2.276 0.29 0.02 -0.53
H -0.658 1.571 0.222 -0.50 -0.17 0.23
H -0.336 -0.069 0.027 -0.27 0.93 -0.23
H 0.530 0.657 -2.047 -0.48 -0.39 -0.80
H -1.390 2.809 -1.737 -0.09 -0.37 0.08
O 1.575 -1.833 0.920 0.12 0.07 -0.30
C 0.592 -1.674 1.665 0.52 0.16 -0.49
O -0.311 -0.804 1.573 0.06 -0.67 0.61
H 0.573 -2.418 2.487 -0.53 0.02 0.50


11
Properties=species:S:1:pos:R:3:forces:R:3 method="wB97M-V/def2-TZVPD" e_above_lowest_ev=5.209 total_charge=-1 homo_lumo_gap_ev=6.93 homo_energy_ev=-2.62 spin_multiplicity=1
C -0.859 -0.772 -0.016 -0.66 1.50 0.14
C -1.365 0.066 0.788 0.46 -3.06 0.41
N 1.391 -2.045 0.284 2.20 2.06 -0.56
N 2.127 -1.105 -0.199 -1.41 -3.27 -0.57
O -0.801 2.954 -0.601 2.96 1.33 -0.66
O -1.774 0.414 1.876 -0.40 1.73 0.21
H -0.767 -1.165 -0.981 0.06 0.04 -0.93
H -1.530 2.393 -0.481 -1.07 -1.74 0.38
H 1.243 -2.818 -0.444 0.39 1.53 0.50
H 2.300 -0.338 0.456 -0.66 -0.49 0.78
H 0.035 2.416 -0.683 -1.89 0.37 0.30


11
Properties=species:S:1:pos:R:3:forces:R:3 method="wB97M-V/def2-TZVPD" s_squared=2.005 e_above_lowest_ev=0.687 total_charge=+1 homo_lumo_gap_ev="4.97 / 9.20" homo_energy_ev="-9.43 / -15.92" spin_multiplicity=3
C -0.667 -1.112 1.114 0.65 -0.68 2.83
C 0.296 1.731 -1.116 -5.70 7.38 2.36
N -1.553 -0.826 1.820 -0.48 -0.77 -0.29
N 0.457 -1.406 0.493 -4.14 1.87 -1.35
O -0.391 1.087 -0.206 -1.44 -1.47 1.28
O 1.251 1.242 -1.675 6.05 -3.01 -5.94
H 1.899 0.584 -1.482 0.26 -0.32 1.11
H -0.280 2.650 -1.627 0.96 -2.39 1.03
H -2.472 -0.983 2.341 1.88 0.36 -1.24
H 1.298 -1.857 0.795 0.15 -0.30 0.37
H 0.162 -1.109 -0.457 1.81 -0.67 -0.16


12
Properties=species:S:1:pos:R:3:forces:R:3 method="wB97M-V/def2-TZVPD" e_above_lowest_ev=5.533 total_charge=-1 homo_lumo_gap_ev=6.52 homo_energy_ev=-3.10 spin_multiplicity=1
C 4.074 0.356 -0.053 -0.51 -1.65 1.12
C 1.224 -0.635 0.613 0.42 -1.28 0.82
N 0.050 -0.521 0.058 1.04 1.25 -0.33
N -3.464 0.980 -0.388 0.80 -1.51 0.17
O 3.751 1.418 -0.422 0.78 -1.12 0.19
O -0.910 -1.372 -0.171 -0.96 -0.47 -0.04
O 4.408 -0.711 0.359 -0.38 2.73 -1.26
H 1.418 -1.756 1.076 -1.02 2.12 -1.27
H -0.161 0.442 -0.358 0.52 -1.41 0.73
H -3.338 0.964 0.658 -0.94 -0.08 -1.43
H -4.368 0.538 -0.721 1.54 0.58 1.14
H -2.685 0.298 -0.651 -1.29 0.83 0.16


12
Properties=species:S:1:pos:R:3:forces:R:3 method="wB97M-V/def2-TZVPD" s_squared=2.008 e_above_lowest_ev=1.686 total_charge=-1 homo_lumo_gap_ev="3.40 / 7.05" homo_energy_ev="0.29 / -3.44" spin_multiplicity=3
C 1.500 0.202 -0.954 1.02 1.30 -1.10
C 0.878 -0.908 0.942 4.84 -1.24 1.91
N -1.861 0.507 0.436 2.89 -0.11 1.33
N -3.027 0.613 -0.090 -1.72 1.24 -0.01
O 2.010 -0.840 1.630 -5.50 0.53 -4.07
O -3.531 -0.172 -0.894 -1.19 -1.26 -1.48
O 0.637 -0.753 -0.372 1.06 0.38 1.33
H 1.698 0.931 -0.162 0.09 0.22 -0.46
H 0.987 0.754 -1.836 0.78 -1.38 1.49
H 2.514 -0.235 -1.210 -1.25 0.32 -0.09
H -1.798 1.214 1.156 -0.02 0.23 0.29
H -0.008 -1.313 1.354 -1.00 -0.23 0.86